Entry from the Open Molecules 2025 dataset: a cluster of 5 separate species, C27H24NO23PS2 in total at a distorted geometry (the ωB97M-V functional and the def2-TZVPD basis).

**E**: -107924.264 eV
**Molecular weight**: 825.58 g/mol
**HOMO-LUMO gap**: 6.809 eV
**Structure (SMILES)**: NP(O)[C@]1(COO)OS(=O)(=O)O[C@H]1S.O=C1C=C(O)C(=O)C=C1O.O=C1C=C(O)C(=O)C=C1O.O=C1C=C(O)C(=O)C=C1O.O=C1C=C(O)C(=O)C=C1O

Each line ends with the Löwdin charge.
Element x y z (Å)
N  -3.214  0.695  0.061  -0.146
P  -1.960  -0.182  0.825  0.888
O  -0.664  0.294  -0.029  -0.272
C  -1.689  0.525  2.529  -0.526
C  -2.801  0.304  3.570  -0.232
O  -3.773  1.273  3.504  -0.113
O  -4.726  0.804  2.558  -0.046
O  -1.470  1.951  2.513  -0.158
S  -0.133  2.402  3.242  0.576
O  -0.287  2.755  4.580  -0.186
O  0.466  3.284  2.359  -0.174
O  0.555  0.937  3.279  -0.210
C  -0.346  -0.093  2.981  -0.654
S  -0.380  -1.442  4.235  0.844
H  -2.867  0.917  -0.869  0.040
H  -3.965  0.038  -0.101  0.029
H  -0.075  -0.465  -0.119  0.014
H  -3.239  -0.684  3.522  0.120
H  -2.382  0.399  4.559  0.120
H  -5.058  1.648  2.197  0.071
H  0.137  -0.582  2.153  0.070
H  -1.324  -2.226  3.698  -0.109
O  3.689  -1.320  -6.252  0.105
C  3.176  -1.177  -5.159  -0.299
C  3.825  -1.535  -3.908  0.083
C  3.180  -1.357  -2.748  -0.233
O  3.721  -1.661  -1.578  0.126
C  1.786  -0.797  -2.697  -0.289
O  1.250  -0.678  -1.610  0.086
C  1.147  -0.419  -3.944  0.083
C  1.793  -0.593  -5.104  -0.233
O  1.266  -0.270  -6.273  0.128
H  4.826  -1.939  -3.959  0.139
H  3.054  -1.439  -0.900  0.123
H  0.152  -0.002  -3.891  0.138
H  1.936  -0.502  -6.948  0.123
O  -6.467  2.734  2.848  0.091
C  -7.374  3.547  2.795  -0.283
C  -8.168  3.792  1.606  0.080
C  -9.138  4.716  1.631  -0.238
O  -9.897  4.984  0.582  0.123
C  -9.433  5.521  2.866  -0.314
O  -10.315  6.354  2.809  0.114
C  -8.649  5.257  4.062  0.079
C  -7.682  4.330  4.037  -0.234
O  -6.937  4.044  5.093  0.128
H  -7.946  3.209  0.723  0.137
H  -10.513  5.689  0.867  0.125
H  -8.879  5.829  4.949  0.137
H  -6.312  3.346  4.812  0.127
O  4.990  0.452  9.187  0.105
C  4.458  0.324  8.101  -0.320
C  3.057  0.617  7.851  0.075
C  2.535  0.437  6.629  -0.223
O  1.261  0.700  6.375  0.102
C  3.374  -0.075  5.483  -0.302
O  2.856  -0.243  4.398  0.099
C  4.784  -0.345  5.734  0.075
C  5.297  -0.159  6.955  -0.244
O  6.572  -0.387  7.241  0.113
H  2.468  0.980  8.681  0.136
H  1.113  0.505  5.430  0.052
H  5.380  -0.696  4.904  0.134
H  6.675  -0.176  8.190  0.121
O  2.860  -4.486  -11.150  0.108
C  3.774  -4.564  -10.351  -0.316
C  4.780  -5.616  -10.381  0.074
C  5.746  -5.643  -9.454  -0.242
O  6.690  -6.573  -9.429  0.116
C  5.827  -4.611  -8.366  -0.311
O  6.721  -4.709  -7.548  0.111
C  4.835  -3.546  -8.350  0.077
C  3.871  -3.518  -9.278  -0.235
O  2.936  -2.575  -9.321  0.108
H  4.710  -6.354  -11.167  0.135
H  7.256  -6.361  -8.661  0.122
H  4.911  -2.799  -7.573  0.111
H  2.370  -2.797  -10.086  0.120

Entry from the Open Molecules 2025 dataset: a cluster of 16 separate species, C27H25B2Cl60IN3O5 in total at a distorted geometry (the ωB97M-V functional and the def2-TZVPD basis).

**Energy relative to the best compared isomer or geometry (same formula, charge and spin)**: 49.07 kJ/mol
**Net charge**: +1
**E**: -803905.086 eV
**Molecular weight**: 2747.22 g/mol
**HOMO-LUMO gap**: 9.094 eV

Each line ends with the Löwdin charge.
Element x y z (Å)
C  -1.428  -2.391  2.458  -0.102
C  -2.397  -1.231  2.192  -0.269
C  -1.747  0.096  1.767  -0.650
I  -3.205  1.469  0.932  1.000
N  -0.513  0.036  1.003  0.101
C  -0.291  -0.669  -0.066  -0.314
N  0.968  -0.572  -0.575  0.189
C  1.159  -1.186  -1.894  -0.266
C  2.593  -1.492  -2.301  -0.102
C  3.451  -2.344  -1.335  -0.162
O  2.727  -3.074  -0.313  -0.026
C  3.419  -2.991  0.872  -0.561
C  3.929  -4.273  1.532  0.006
O  3.610  -1.987  1.433  0.055
C  0.309  -2.457  -2.145  -0.086
C  -0.626  -2.759  -0.994  -0.146
B  -1.650  -3.967  -1.256  -0.415
C  -1.698  -5.138  -0.191  -0.014
O  -2.473  -4.052  -2.362  0.149
N  -1.274  -1.480  -0.550  0.160
B  -2.199  -0.874  -1.574  -0.839
O  -1.767  -0.089  -2.615  0.141
O  -3.514  -1.105  -1.453  0.202
H  -0.382  -2.150  2.314  0.058
H  -1.713  -3.207  1.798  0.038
H  -1.630  -2.762  3.452  -0.015
H  -3.044  -1.024  3.038  0.046
H  -3.073  -1.522  1.393  0.072
H  -1.487  0.592  2.694  0.081
H  0.247  0.609  1.339  0.144
H  1.669  -0.845  0.114  0.142
H  0.811  -0.453  -2.617  0.114
H  3.133  -0.569  -2.505  0.127
H  2.533  -2.011  -3.254  0.100
H  3.951  -3.088  -1.951  0.074
H  4.245  -1.720  -0.935  0.109
H  4.797  -4.078  2.143  0.068
H  3.108  -4.606  2.167  0.090
H  4.197  -5.039  0.803  0.035
H  0.996  -3.299  -2.253  0.131
H  -0.200  -2.400  -3.107  0.114
H  0.005  -3.074  -0.163  0.131
H  -0.753  -5.122  0.358  0.061
H  -2.487  -4.968  0.543  0.002
H  -1.815  -6.085  -0.710  0.076
H  -1.986  -4.357  -3.141  0.128
H  -1.685  -0.647  -3.403  0.123
H  -3.679  -1.735  -0.740  0.113
C  -4.085  4.044  -2.943  -1.994
Cl  -3.938  4.901  -1.397  0.461
Cl  -5.768  4.076  -3.470  0.509
Cl  -3.067  4.832  -4.151  0.511
Cl  -3.561  2.368  -2.746  0.552
C  2.180  -1.044  -6.819  -2.042
Cl  0.993  -0.612  -5.574  0.537
Cl  1.638  -0.426  -8.374  0.526
Cl  3.745  -0.338  -6.403  0.538
Cl  2.328  -2.806  -6.896  0.523
C  -2.101  -6.615  3.458  -2.022
Cl  -2.638  -7.274  5.001  0.557
Cl  -3.402  -5.633  2.752  0.544
Cl  -0.663  -5.611  3.711  0.526
Cl  -1.704  -7.935  2.355  0.555
C  7.053  -3.910  -1.305  -2.024
Cl  6.926  -2.975  0.191  0.574
Cl  8.670  -4.596  -1.427  0.562
Cl  5.842  -5.209  -1.291  0.566
Cl  6.743  -2.870  -2.695  0.552
C  -3.440  -2.234  6.356  -2.020
Cl  -3.269  -3.559  5.194  0.521
Cl  -1.863  -1.882  7.076  0.529
Cl  -4.038  -0.792  5.519  0.549
Cl  -4.580  -2.698  7.618  0.558
C  -9.743  4.910  -3.401  -2.057
Cl  -8.666  6.195  -2.840  0.513
Cl  -9.965  3.723  -2.110  0.521
Cl  -11.305  5.602  -3.844  0.535
Cl  -9.029  4.115  -4.813  0.501
C  0.018  6.153  -2.018  -2.049
Cl  -0.584  4.788  -1.064  0.485
Cl  -1.119  7.499  -1.897  0.531
Cl  1.595  6.654  -1.397  0.532
Cl  0.179  5.667  -3.709  0.507
C  2.558  -1.272  4.865  -2.005
Cl  2.519  -0.181  6.247  0.532
Cl  4.178  -1.939  4.683  0.548
Cl  1.415  -2.592  5.130  0.525
Cl  2.106  -0.358  3.397  0.543
C  -5.813  4.406  2.856  -2.028
Cl  -5.740  6.080  3.404  0.531
Cl  -7.436  3.763  3.125  0.543
Cl  -5.424  4.354  1.124  0.438
Cl  -4.641  3.440  3.764  0.464
C  1.678  3.821  7.168  -2.044
Cl  0.341  2.962  6.383  0.497
Cl  1.083  5.330  7.856  0.520
Cl  2.362  2.814  8.451  0.524
Cl  2.924  4.179  5.967  0.513
C  -4.340  3.504  -8.200  -2.052
Cl  -5.576  4.056  -7.063  0.506
Cl  -4.723  4.091  -9.820  0.536
Cl  -2.761  4.130  -7.705  0.505
Cl  -4.294  1.736  -8.209  0.513
C  -2.197  7.008  5.513  -2.048
Cl  -2.715  5.666  6.542  0.510
Cl  -3.354  8.335  5.649  0.532
Cl  -0.598  7.566  6.011  0.510
Cl  -2.110  6.467  3.833  0.503
C  -0.588  -1.715  -11.368  -2.057
Cl  -1.874  -2.533  -12.259  0.536
Cl  -1.248  -0.287  -10.557  0.503
Cl  0.087  -2.817  -10.159  0.489
Cl  0.686  -1.221  -12.486  0.532
C  7.159  0.879  5.385  -2.033
Cl  6.753  -0.450  6.477  0.516
Cl  5.982  2.181  5.578  0.514
Cl  8.775  1.482  5.768  0.512
Cl  7.117  0.294  3.712  0.494
C  11.037  3.281  2.469  -2.044
Cl  11.161  4.705  3.509  0.529
Cl  12.521  2.331  2.592  0.529
Cl  9.664  2.295  2.989  0.465
Cl  10.802  3.795  0.793  0.521

Entry from the Open Molecules 2025 dataset: a structure of composition C27H25BrF4IN3OSn (the ωB97M-V functional and the def2-TZVPD basis).

**Energy relative to the best compared isomer or geometry (same formula, charge and spin)**: 12.34 kJ/mol
**E**: -129765.810 eV
**Molecular weight**: 809.03 g/mol
**HOMO-LUMO gap**: 7.518 eV

Each line ends with the natural charge from an NBO analysis.
Element x y z (Å)
Sn  0.126  -0.147  -0.130  1.200
C  3.490  -1.180  -1.946  -0.607
C  4.115  -0.774  -0.618  -0.223
N  3.122  -0.626  0.454  -0.461
C  3.195  -1.685  1.450  -0.203
C  2.852  -3.050  0.873  -0.617
C  3.134  0.692  1.066  -0.213
C  2.728  1.813  0.116  -0.230
N  1.581  1.471  -0.713  -0.841
C  1.360  2.235  -1.814  0.089
C  0.606  1.703  -2.879  0.246
F  0.188  0.406  -2.759  -0.329
C  0.321  2.371  -4.042  0.364
F  -0.402  1.742  -4.986  -0.310
C  0.785  3.653  -4.264  -0.393
C  1.544  4.204  -3.252  0.347
F  2.019  5.453  -3.395  -0.310
C  1.825  3.540  -2.072  0.282
F  2.523  4.222  -1.136  -0.324
H  4.262  -1.316  -2.706  0.207
H  2.936  -2.114  -1.847  0.207
H  2.799  -0.410  -2.289  0.219
H  4.871  -1.510  -0.318  0.181
H  4.647  0.171  -0.749  0.192
H  4.193  -1.717  1.923  0.163
H  2.475  -1.446  2.238  0.192
H  3.602  -3.390  0.158  0.204
H  2.793  -3.791  1.671  0.211
H  1.887  -3.009  0.364  0.219
H  2.453  0.661  1.921  0.183
H  4.126  0.950  1.477  0.179
H  2.551  2.703  0.731  0.196
H  3.583  2.052  -0.526  0.189
H  0.570  4.190  -5.174  0.247
I  -0.308  1.504  2.370  0.224
C  -2.302  1.906  1.828  -0.095
C  -3.073  2.558  2.743  -0.249
C  -4.422  2.825  2.429  -0.216
C  -4.924  2.427  1.227  -0.198
C  -4.117  1.759  0.274  0.034
C  -4.662  1.371  -0.974  -0.207
C  -3.883  0.745  -1.896  -0.204
C  -2.527  0.472  -1.609  -0.233
C  -1.929  0.813  -0.419  -0.504
C  -2.746  1.474  0.551  -0.168
H  -2.663  2.871  3.693  0.224
H  -5.043  3.342  3.148  0.219
H  -5.961  2.617  0.977  0.213
H  -5.705  1.584  -1.174  0.208
H  -4.297  0.450  -2.852  0.214
H  -1.949  -0.030  -2.375  0.215
O  -2.141  -5.973  3.052  -0.645
C  -1.980  -4.745  2.514  0.354
C  -1.970  -3.576  3.269  -0.337
C  -1.786  -2.378  2.609  0.070
N  -1.616  -2.275  1.289  -0.476
C  -1.644  -3.398  0.601  0.174
Br  -1.438  -3.258  -1.281  0.100
C  -1.817  -4.659  1.139  -0.329
H  -2.257  -5.905  4.007  0.486
H  -2.103  -3.600  4.344  0.220
H  -1.766  -1.445  3.162  0.205
H  -1.832  -5.548  0.526  0.247

Number 1: highest occupied orbital energy -8.716 eV. Number 2: highest occupied orbital energy -11.832 eV. Number 3: highest occupied orbital energy -7.324 eV.